21
Properties=species:S:1:pos:R:3:forces:R:3:mulliken_charge:R:1 method="wB97M-V/def2-TZVPD" lumo_ev="-3.753 / -8.386" de_lowest_kj_mol=116.26 total_energy_ha=-709.09776 multiplicity=2 gap_ev="10.9 / 6.3" s_squared=0.753 max_force_ev_per_a=4.4 charge=+1
C -2.5228 0.4416 -0.9950 -1.5769 -1.3072 0.2874 -1.138
C -2.0523 -0.2685 0.3170 1.2846 3.1878 1.1004 -0.677
C -0.5452 -0.6049 0.4309 -1.5227 -0.2403 -4.1619 -0.462
S 0.3468 0.9130 -0.2262 0.6397 -2.1409 0.9640 0.360
C 2.0649 0.2495 -0.1632 -1.1146 0.3460 1.7465 -0.813
H -2.4434 -0.3371 -1.7316 0.0041 -0.1831 -0.9139 0.360
H -3.6298 0.6854 -0.9720 1.3259 -0.2421 0.2877 0.325
H -2.0282 1.3377 -1.4044 0.1956 -0.3314 0.7935 0.386
H -2.5547 -1.1469 0.6822 -0.7425 -0.2305 -0.4427 0.387
H -2.0771 0.4803 1.1359 -0.9724 -0.3084 -0.1871 0.365
H -0.3979 -1.4883 -0.3488 0.7100 1.6653 1.8732 0.321
H -0.3746 -0.7482 1.4689 1.1049 -0.5097 0.6867 0.468
H 2.0963 -0.3782 -1.0422 0.3275 -0.5080 -0.1291 0.357
H 2.6702 1.1416 -0.3108 0.4271 -0.3132 0.2149 0.382
H 2.2087 -0.3254 0.8481 -0.0932 1.0902 -2.1034 0.353
H 1.0923 3.3885 1.5453 -0.0716 0.4800 -0.2030 0.300
H 0.3620 4.2591 0.4497 0.2661 -0.1021 0.5209 0.321
O 0.4190 4.0693 1.4018 -0.1424 -0.3760 -0.3194 -0.600
H 2.6284 -4.4303 0.1852 -0.5682 -1.6482 1.0602 0.315
H 1.9745 -3.5316 -0.8936 -0.1065 -0.5008 0.0870 0.310
O 2.7631 -3.7066 -0.3772 0.6256 2.1727 -1.1619 -0.618